[1]
Formula: C21H51N5O3
Source: the Open Molecules 2025 dataset
Level of theory: ωB97M-V/def2-TZVPD

Atoms and positions in Å:
C  3.06716  11.27277  12.09883
C  1.74206  10.74835  11.42963
N  1.68443  9.29827  11.24769
C  0.44301  8.90166  10.79952
C  -0.43798  8.28223  11.93073
C  2.81443  8.69816  10.67376
C  3.05860  9.15732  9.26584
H  3.93443  11.04168  11.48033
H  3.24495  10.83795  13.08240
H  3.11847  12.32110  12.39290
H  1.06847  10.89917  12.27322
H  1.50103  11.36763  10.56563
H  -0.23546  9.51738  10.20904
H  0.51100  8.06536  10.10376
H  -1.40476  7.95971  11.54421
H  0.10367  7.52809  12.50169
H  -0.52717  9.16426  12.56489
H  2.57001  7.64480  10.81091
H  3.71133  8.78821  11.28658
H  3.02910  10.23323  9.09370
H  2.29043  8.68865  8.65074
H  4.03852  8.81385  8.93435
C  8.74022  10.84173  21.57294
C  10.23554  10.48130  21.32093
N  10.57821  9.14126  20.76712
C  11.99369  8.79540  20.83291
C  12.92977  9.87435  20.26051
C  9.79510  7.94626  21.21464
C  9.69882  7.68407  22.71118
H  8.21394  10.04529  22.09907
H  8.30669  11.00316  20.58598
H  8.78449  11.75047  22.17321
H  10.71632  11.24887  20.71447
H  10.71374  10.51467  22.29986
H  12.36850  8.76176  21.85589
H  12.23752  7.93383  20.21135
H  12.84857  10.86115  20.71627
H  13.99016  9.62268  20.27880
H  12.73811  9.98114  19.19282
H  10.10788  7.06042  20.66187
H  8.72787  7.98687  20.99679
H  9.48921  6.65672  23.00906
H  8.82179  8.15797  23.15202
H  10.66168  7.85102  23.19401
C  8.08913  17.36340  13.16682
N  8.78811  16.06874  13.36580
C  8.53691  15.15281  14.33244
C  9.28550  13.87366  14.24176
O  7.70924  15.37209  15.27939
H  7.00891  17.27416  13.28201
H  8.32900  17.81481  12.20412
H  8.37587  17.94514  14.04287
H  9.49981  15.80363  12.69999
H  10.32455  13.94294  13.91976
H  8.78786  13.41737  13.38604
H  9.25759  13.27299  15.15088
C  7.47028  5.96319  15.45615
N  8.73464  6.55340  14.97488
C  9.49916  6.03695  14.02887
C  10.86089  6.72917  13.71026
O  9.33982  4.98663  13.54821
H  6.99028  5.44069  14.62869
H  6.69850  6.56173  15.94011
H  7.67071  5.09295  16.08114
H  9.20293  7.13922  15.65136
H  11.69453  6.06574  13.94054
H  10.97183  7.67887  14.23356
H  10.90494  6.99245  12.65346
C  5.88070  2.14415  8.81306
N  4.96213  2.54332  7.69189
C  4.87079  1.90945  6.50270
C  5.82094  0.73691  6.21449
O  4.09556  2.29435  5.64204
H  5.75969  2.88126  9.60687
H  6.86694  1.79912  8.50261
H  5.48063  1.30089  9.37604
H  4.47914  3.42756  7.62154
H  6.31820  0.58387  5.25668
H  5.13976  -0.10144  6.36030
H  6.73031  0.57610  6.79354

Results
* charge: 0
* SMILES string: CCN(CC)CC.CCN(CC)CC.CNC(C)=O.CNC(C)=O.CNC(C)=O
* energy relative to the best compared isomer or geometry (same formula, charge and spin): 339.7 kJ/mol



[2]
Formula: C34H66O33
Source: the Open Molecules 2025 dataset
Level of theory: ωB97M-V/def2-TZVPD

Atoms and positions in Å:
C  3.61089  2.81955  1.00761
C  4.48815  2.69149  -0.25673
C  5.86781  2.33645  -0.02217
O  6.00011  1.11599  -0.75069
C  4.99692  0.96871  -1.49685
O  4.93183  0.15683  -2.39581
O  3.98549  1.68056  -1.08677
H  3.27221  1.87120  1.42477
H  2.74516  3.44155  0.78019
H  4.01047  3.43431  1.81415
H  4.50580  3.67981  -0.71607
H  6.12236  2.07616  1.00523
H  6.59378  3.11707  -0.24958
C  1.78585  -2.80420  1.39859
O  2.54580  -3.93808  1.71189
C  1.98772  -5.19301  1.47430
O  0.97626  -5.45969  0.84817
O  2.77296  -6.12754  2.05706
C  2.26881  -7.44374  2.17985
H  1.75844  -2.55216  0.33849
H  2.24191  -1.93505  1.87260
H  0.82050  -3.00845  1.86168
H  2.11278  -7.84713  1.17933
H  1.29105  -7.50575  2.65760
H  3.09643  -8.01543  2.59976
C  1.97382  3.97193  -2.74780
O  1.96152  4.75868  -3.94721
C  2.64736  5.89722  -3.98579
O  3.35595  6.35707  -3.07261
O  2.63142  6.36747  -5.21298
C  1.60919  6.17644  -6.15490
H  2.98405  3.82134  -2.36720
H  1.58336  2.96026  -2.85803
H  1.49089  4.53863  -1.95173
H  1.67333  7.05219  -6.80069
H  0.58196  6.22386  -5.79342
H  1.68287  5.28248  -6.77418
C  -2.76322  -3.23201  -5.21516
O  -1.45267  -2.78435  -4.77646
C  -1.14848  -1.52096  -4.83431
O  -1.96639  -0.64388  -5.23941
O  0.18133  -1.24461  -4.59604
C  1.04496  -2.03236  -3.82587
H  -3.61849  -2.64101  -4.88752
H  -2.86678  -4.28381  -4.94855
H  -2.73788  -3.37642  -6.29526
H  1.02644  -3.09684  -4.05959
H  0.63766  -1.83904  -2.83349
H  2.02221  -1.55140  -3.86791
C  -0.58698  -3.67944  -1.58568
O  -1.71312  -2.83406  -1.81571
C  -2.66198  -2.49840  -0.91355
O  -2.84138  -3.01600  0.21794
O  -3.50978  -1.61494  -1.51256
C  -4.67849  -1.17044  -0.82897
H  -0.07324  -3.75550  -2.54401
H  -0.88356  -4.61518  -1.11185
H  0.16061  -3.24478  -0.92214
H  -4.41356  -0.86947  0.18460
H  -5.38036  -2.00438  -0.82910
H  -5.23399  -0.33088  -1.24689
C  5.14255  -2.96833  -1.07803
O  4.75172  -4.16083  -1.56527
C  3.42674  -4.32427  -1.78408
O  2.53415  -3.49686  -1.70901
O  3.21613  -5.59551  -2.03609
C  1.89705  -6.16490  -2.27847
H  5.86212  -3.13488  -0.27642
H  4.34858  -2.31592  -0.71459
H  5.62407  -2.43435  -1.89725
H  1.88508  -6.81925  -3.15011
H  1.13885  -5.38566  -2.35607
H  1.64446  -6.70062  -1.36343
C  -1.82351  -0.06855  2.75123
O  -1.35404  0.01510  1.41804
C  -0.02389  0.26919  1.15809
O  0.84620  0.59720  1.99164
O  0.18019  0.01139  -0.12490
C  1.50565  -0.19732  -0.57698
H  -1.63507  0.89762  3.21931
H  -1.29971  -0.88599  3.24675
H  -2.87769  -0.30808  2.89063
H  1.73838  0.65905  -1.20989
H  1.46156  -1.14267  -1.11778
H  2.28041  -0.15086  0.18831
C  -4.33771  7.15790  -0.49150
O  -4.39198  5.81741  0.08265
C  -3.34072  5.23946  0.82001
O  -2.23317  5.76207  1.14668
O  -3.65430  3.94126  1.08987
C  -2.68031  2.99653  1.48571
H  -4.23428  7.87491  0.32293
H  -5.29312  7.36126  -0.97519
H  -3.57524  7.31696  -1.25402
H  -1.65102  3.25639  1.23850
H  -2.92210  1.99322  1.13500
H  -2.72452  3.07825  2.57175
C  0.36068  -1.04165  6.11139
O  -0.65684  -1.96416  5.70583
C  -0.42736  -2.91370  4.84091
O  0.64001  -3.37798  4.48692
O  -1.63321  -3.26524  4.31256
C  -1.71774  -3.96862  3.15073
H  -0.11721  -0.22204  6.64802
H  0.94446  -0.53262  5.34445
H  1.01847  -1.59813  6.77903
H  -2.75997  -3.98839  2.83216
H  -1.30557  -4.97528  3.22025
H  -1.30327  -3.51135  2.25228
C  -1.09105  5.81496  -1.98640
O  -1.78157  4.65072  -2.41710
C  -1.37855  3.46155  -1.93453
O  -0.53712  3.24490  -1.07133
O  -2.06772  2.55869  -2.54844
C  -1.85826  1.19566  -2.48328
H  -0.11515  5.88247  -2.46719
H  -1.10356  5.83740  -0.89671
H  -1.66028  6.69801  -2.27675
H  -2.35332  0.73055  -3.33573
H  -2.10248  0.87889  -1.46932
H  -0.78128  1.02869  -2.50164
C  -5.17544  -0.69491  5.09927
O  -4.33190  0.36914  4.90792
C  -3.45001  0.68865  5.88479
O  -3.30025  0.07583  6.95222
O  -2.68818  1.75254  5.44920
C  -1.66515  2.24222  6.31391
H  -4.79035  -1.70819  4.98490
H  -5.98555  -0.71493  4.37028
H  -5.68612  -0.63794  6.06055
H  -1.19727  3.06066  5.76678
H  -0.94989  1.43656  6.47944
H  -1.93166  2.42985  7.35405

Results
* charge: 0
* SMILES string: C[C@H]1COC(=O)O1.COC(=O)OC.COC(=O)OC.COC(=O)OC.COC(=O)OC.COC(=O)OC.COC(=O)OC.COC(=O)OC.COC(=O)OC.COC(=O)OC.COC(=O)OC



[3]
Formula: C60H154Br2F6N14O16S2
Source: the Open Molecules 2025 dataset
Level of theory: ωB97M-V/def2-TZVPD

Atoms and positions in Å:
C  -0.13669  -1.33515  3.20193
C  -0.60883  -0.16840  2.32860
C  0.37748  -0.09446  1.17780
N  -0.10348  0.54787  -0.04349
C  -1.19097  -0.18785  -0.71301
C  1.01272  0.71658  -1.01030
C  0.62826  1.77703  -1.98474
C  -0.43980  2.59112  -1.30117
C  -0.52212  2.02610  0.12447
H  0.95470  -1.39519  3.31960
H  -0.34968  -2.36698  2.77767
H  -0.52800  -1.31752  4.22921
H  -0.54225  0.73574  2.82343
H  -1.61376  -0.40184  1.84891
H  0.71573  -1.16286  0.92629
H  1.17466  0.61210  1.58307
H  -2.11851  -0.07029  -0.13748
H  -0.81960  -1.23927  -0.75753
H  -1.39237  0.19239  -1.74277
H  1.30389  -0.32412  -1.44925
H  1.82951  1.06984  -0.46338
H  0.25803  1.39735  -2.97523
H  1.49760  2.38943  -2.15214
H  -1.39619  2.47745  -1.80697
H  -0.16829  3.65193  -1.22892
H  -1.51373  2.14403  0.45344
H  0.18185  2.57135  0.76437
C  6.21588  2.94024  -0.32802
F  6.99048  2.19205  -1.14707
F  6.85361  2.92161  0.78436
F  6.25621  4.17189  -0.74798
S  4.52181  2.37446  -0.25360
O  3.99821  2.77701  -1.49820
O  4.54933  1.00595  0.06283
N  3.94469  3.12946  1.01790
S  3.03051  4.33822  1.06017
O  3.56915  5.66069  1.02019
O  1.84972  4.16007  0.19183
C  2.39734  4.25686  2.79202
F  1.47981  3.28802  3.05038
F  3.45443  4.05013  3.55139
F  1.81862  5.46603  3.14241
Br  -2.23026  0.92117  6.33940
C  -3.38605  0.38307  4.91052
C  -4.51188  -0.47186  5.53973
Br  -6.01974  -0.86045  4.28893
H  -2.78095  -0.21069  4.20882
H  -3.78273  1.30510  4.45354
H  -4.89052  0.05548  6.35292
H  -4.19176  -1.47538  5.80737
C  -2.05587  6.38808  -1.66942
C  -1.67830  6.89644  -0.27395
C  -0.95944  5.85677  0.57327
O  -1.68316  4.73118  1.02451
C  -1.88300  4.71261  2.40475
N  -0.73139  8.04197  -0.36548
H  -2.60266  5.48626  -1.42313
H  -1.11278  6.17738  -2.15024
H  -2.66635  7.03364  -2.25186
H  -2.59061  7.29440  0.20447
H  -0.49781  6.29492  1.45934
H  -0.18174  5.51627  -0.08841
H  -2.58765  5.49701  2.66703
H  -0.93778  4.84101  2.93735
H  -2.43018  3.78858  2.58416
H  -0.10258  7.74177  -1.12438
H  -0.17671  8.12697  0.53244
C  4.12446  7.50025  -3.19531
C  2.65540  7.28147  -2.92832
C  1.92512  6.79058  -4.16149
O  1.52329  7.86133  -4.96406
C  0.89040  7.61176  -6.20434
N  2.29209  6.40809  -1.87182
H  4.18888  8.17954  -3.97473
H  4.70876  6.54413  -3.27803
H  4.57853  8.11156  -2.38276
H  2.23102  8.29014  -2.76234
H  1.05442  6.16400  -3.87931
H  2.47904  6.07868  -4.76266
H  1.68576  7.23083  -6.91068
H  0.40348  8.53760  -6.56753
H  0.20311  6.77740  -6.12077
H  2.55691  5.39191  -1.95525
H  2.64642  6.59896  -0.94647
C  1.15082  0.28211  -5.70085
C  0.01836  -0.79589  -5.69699
C  0.56286  -2.18676  -5.49701
O  -0.48679  -3.09885  -5.37999
C  0.01930  -4.40941  -5.46458
N  -0.95643  -0.64739  -4.57327
H  1.56310  0.51467  -4.63808
H  0.77652  1.27977  -6.11916
H  1.90977  -0.08296  -6.41087
H  -0.53594  -0.76936  -6.67040
H  1.19108  -2.29548  -4.54913
H  1.22621  -2.37859  -6.34288
H  0.86418  -4.49637  -4.82546
H  0.31827  -4.57664  -6.50145
H  -0.71358  -5.18078  -5.27279
H  -1.49974  0.26553  -4.60156
H  -1.61158  -1.41707  -4.56029
C  6.13689  0.30217  4.19282
C  4.98906  -0.64757  3.87172
C  3.67732  0.04461  4.24936
O  3.52882  0.25092  5.62426
C  2.53289  1.20489  5.97261
N  4.83321  -1.14669  2.45793
H  6.07885  0.72173  5.21887
H  6.06515  1.09988  3.41404
H  7.09522  -0.26119  4.19361
H  4.99806  -1.61982  4.47311
H  2.81090  -0.50555  3.85582
H  3.62609  1.05050  3.74781
H  1.50311  1.06310  5.50428
H  2.96588  2.23378  5.70445
H  2.46343  1.27989  7.01616
H  4.61930  -0.33358  1.87856
H  5.59719  -1.63367  2.02000
C  5.30601  3.46996  -5.93648
C  4.35384  2.37234  -5.44222
C  5.08224  1.29404  -4.62971
O  4.16576  0.22492  -4.49449
C  4.41999  -0.76550  -3.50400
N  3.20038  2.87136  -4.69108
H  5.79838  3.08401  -6.81042
H  5.95634  3.82470  -5.14091
H  4.66358  4.24233  -6.33285
H  3.81733  1.95854  -6.33587
H  5.41018  1.74244  -3.68858
H  6.02525  0.89746  -5.18146
H  3.59783  -1.42437  -3.62922
H  4.25506  -0.38863  -2.40361
H  5.35436  -1.22123  -3.59958
H  2.82005  2.00666  -4.24622
H  3.56487  3.46911  -3.95304
C  3.50346  -3.70300  -0.51484
C  2.67936  -4.35914  0.58593
C  3.50832  -5.47273  1.27503
O  2.67827  -6.20549  2.21814
C  3.40305  -7.00126  3.17479
N  2.26740  -3.33081  1.58309
H  4.51212  -3.57745  -0.16548
H  3.07382  -2.69557  -0.65395
H  3.51144  -4.34853  -1.41156
H  1.78012  -4.76341  0.22635
H  4.42065  -4.96886  1.79915
H  3.87177  -6.26518  0.55500
H  3.99166  -6.32408  3.81629
H  4.06239  -7.67066  2.70756
H  2.64866  -7.38956  3.88175
H  2.15509  -3.76099  2.47642
H  3.08364  -2.60992  1.67189
C  -6.24669  2.96646  2.12707
C  -5.37640  2.55639  0.88003
C  -4.69707  3.74467  0.25738
O  -5.74673  4.44839  -0.33353
C  -5.52300  5.81485  -0.63639
N  -4.44842  1.50492  1.23458
H  -6.98474  2.20981  2.45489
H  -6.81965  3.90482  1.87868
H  -5.51513  3.28746  2.88307
H  -6.07025  2.12964  0.21235
H  -3.94983  3.43600  -0.48922
H  -4.12744  4.35501  0.98460
H  -5.48373  6.42517  0.24366
H  -6.34950  6.12160  -1.26001
H  -4.59228  6.00951  -1.17653
H  -4.93959  0.85452  1.80223
H  -4.25832  0.98462  0.37980
C  -3.86021  -6.91691  1.68720
C  -2.87095  -6.05334  2.48078
C  -3.38413  -5.74603  3.84840
O  -4.72073  -5.20719  3.76950
C  -5.32187  -5.12672  5.02955
N  -1.49782  -6.49767  2.58920
H  -4.51680  -7.50879  2.34796
H  -3.43738  -7.60620  0.99538
H  -4.52612  -6.23932  1.12331
H  -2.84804  -5.07945  1.96988
H  -2.67121  -4.98959  4.34055
H  -3.27732  -6.64895  4.45400
H  -4.84816  -4.30690  5.70788
H  -5.27939  -6.10797  5.52570
H  -6.35190  -4.83957  4.78448
H  -1.51570  -7.47548  2.98113
H  -1.18149  -6.54363  1.60321
C  -5.60724  -3.11767  1.18836
C  -4.32947  -2.83751  0.46046
C  -4.43447  -1.84112  -0.69520
O  -4.87347  -2.43838  -1.86508
C  -4.51105  -1.69096  -2.98827
N  -3.38031  -2.37274  1.44903
H  -6.39328  -3.79656  0.68970
H  -5.98518  -2.11456  1.44215
H  -5.44272  -3.76139  2.06059
H  -3.92615  -3.73447  -0.05340
H  -3.43342  -1.39682  -0.95003
H  -5.08561  -1.00341  -0.44506
H  -4.84376  -0.67146  -2.86266
H  -4.84357  -2.15469  -3.91099
H  -3.39738  -1.57801  -3.08622
H  -3.59181  -2.74600  2.34444
H  -2.39708  -2.60300  1.22188
C  -4.24133  1.17163  -5.06488
C  -3.96353  1.99265  -3.77597
C  -2.99599  3.18545  -3.98835
O  -1.78930  2.58364  -4.24072
C  -0.71563  3.48381  -4.53919
N  -5.29696  2.34156  -3.22485
H  -4.93865  0.43801  -4.78313
H  -3.30994  0.70141  -5.33202
H  -4.63958  1.79280  -5.87648
H  -3.32918  1.37423  -3.11761
H  -3.09766  3.80968  -3.06555
H  -3.41358  3.80322  -4.77905
H  -1.12561  4.34992  -5.12661
H  0.12645  3.03073  -5.06115
H  -0.28670  3.87281  -3.60497
H  -5.79170  1.48116  -3.04106
H  -5.32727  2.81391  -2.34029
C  -1.68642  -3.57841  -1.90938
C  -1.28240  -4.52536  -0.74720
C  -0.47694  -5.69516  -1.26160
O  -0.10880  -6.52200  -0.20171
C  0.99514  -7.34867  -0.44019
N  -0.67456  -3.69541  0.34250
H  -0.74086  -3.15410  -2.28621
H  -2.33056  -2.76345  -1.55223
H  -2.15381  -4.14301  -2.73431
H  -2.21398  -4.88995  -0.37052
H  0.41349  -5.18355  -1.66393
H  -0.94628  -6.19946  -2.05480
H  0.77343  -8.06896  -1.19747
H  1.19268  -7.90582  0.47661
H  1.89240  -6.78662  -0.76593
H  0.15412  -3.22057  -0.00873
H  -0.23381  -4.24201  1.07859
C  1.00683  -6.00960  6.24559
C  1.21034  -4.55285  5.78472
C  2.54841  -3.93970  6.18332
O  3.49004  -4.97882  5.94882
C  4.72167  -4.64850  6.50159
N  1.10646  -4.32725  4.27987
H  -0.01281  -6.49421  6.06704
H  1.21298  -5.97082  7.32777
H  1.72107  -6.66103  5.80126
H  0.48692  -3.90286  6.26935
H  2.60396  -3.55100  7.24871
H  2.75678  -2.97575  5.58204
H  4.60486  -4.67375  7.63690
H  5.15164  -3.66746  6.21489
H  5.29570  -5.53579  6.24915
H  0.31477  -4.87379  3.92537
H  1.90212  -4.86271  3.94818

Results
* charge: 0



Number 1: frontier orbital gap 8.408 eV. Number 2: frontier orbital gap 10.935 eV. Number 3: frontier orbital gap 8.778 eV.